# 1
{"formula": "C61H101ClIN9PSi", "method": "ωB97M-V with the def2-TZVPD basis set", "elements": ["C", "C", "C", "C", "C", "C", "C", "C", "C", "C", "C", "C", "C", "C", "C", "P", "Cl", "C", "C", "C", "I", "C", "C", "C", "C", "Si", "C", "C", "C", "H", "H", "H", "H", "H", "H", "H", "H", "H", "H", "H", "H", "H", "H", "H", "H", "H", "H", "H", "H", "H", "H", "H", "H", "H", "H", "H", "H", "H", "H", "H", "H", "H", "H", "H", "H", "H", "H", "H", "H", "H", "H", "H", "H", "H", "H", "H", "H", "H", "H", "H", "H", "H", "H", "H", "H", "N", "C", "C", "C", "C", "H", "H", "H", "H", "H", "N", "C", "C", "C", "C", "H", "H", "H", "H", "H", "N", "C", "C", "C", "C", "H", "H", "H", "H", "H", "N", "C", "C", "C", "C", "H", "H", "H", "H", "H", "N", "C", "C", "C", "C", "H", "H", "H", "H", "H", "N", "C", "C", "C", "C", "H", "H", "H", "H", "H", "N", "C", "C", "C", "C", "H", "H", "H", "H", "H", "N", "C", "C", "C", "C", "H", "H", "H", "H", "H", "N", "C", "C", "C", "C", "H", "H", "H", "H", "H"], "coordinates": [[1.8327, 6.1111, 4.1104], [2.1703, 6.2484, 2.6315], [3.4333, 5.4956, 2.1839], [3.6340, 4.1021, 2.7710], [2.5747, 3.0849, 2.2971], [3.1602, 1.9103, 1.5040], [2.1972, 1.3203, 0.4802], [2.7877, 0.0665, -0.1647], [2.5295, -1.2097, 0.6502], [1.2277, -1.8997, 0.2712], [0.7826, -3.0066, 1.2268], [-0.5962, -3.5554, 0.8536], [-1.7912, -2.8272, 1.4817], [-2.3976, -1.7390, 0.5977], [-3.7763, -1.2414, 1.0534], [-3.8416, 0.6428, 1.4808], [-2.2118, 0.0911, 3.1558], [-3.5761, 2.4808, 2.1069], [-2.1203, 2.9268, 2.0921], [-1.5166, 3.2538, 3.4610], [-1.9226, 4.7192, 0.8006], [-5.0419, 1.0778, 0.0197], [-6.3621, 0.2991, -0.0412], [-4.2815, 0.9328, -1.3126], [-3.4283, 2.1471, -1.6807], [-5.5351, 0.4557, 3.0958], [-4.9240, 0.4859, 4.8873], [-6.6624, -1.0734, 3.0349], [-6.7143, 1.9528, 3.0523], [2.5862, 6.5875, 4.7400], [1.7291, 5.0699, 4.4105], [0.8783, 6.5935, 4.3241], [2.3258, 7.3055, 2.4078], [1.3205, 5.9142, 2.0360], [4.3110, 6.1126, 2.3968], [3.3951, 5.3916, 1.0953], [3.6450, 4.1417, 3.8604], [4.6193, 3.7527, 2.4554], [1.8472, 3.5877, 1.6551], [2.0367, 2.6876, 3.1579], [4.0735, 2.2337, 0.9968], [3.4482, 1.1149, 2.1982], [1.2503, 1.0720, 0.9709], [1.9748, 2.0676, -0.2850], [2.3743, -0.0892, -1.1659], [3.8659, 0.2008, -0.2788], [3.3477, -1.9112, 0.4422], [2.5641, -0.9923, 1.7202], [0.4175, -1.1709, 0.1896], [1.3767, -2.3651, -0.7081], [1.5156, -3.8201, 1.1833], [0.7906, -2.6309, 2.2531], [-0.6849, -3.5398, -0.2378], [-0.6452, -4.6046, 1.1550], [-2.5715, -3.5595, 1.7033], [-1.4955, -2.3711, 2.4271], [-1.7024, -0.8953, 0.5200], [-2.4873, -2.1530, -0.4137], [-4.4754, -1.4928, 0.2589], [-4.0413, -1.7711, 1.9689], [-2.6937, 0.8431, 0.6078], [-3.9006, 2.5265, 3.1478], [-4.1991, 3.1809, 1.5543], [-1.5075, 2.2072, 1.5534], [-1.1036, 4.2573, 3.5113], [-2.2641, 3.1483, 4.2435], [-0.7066, 2.5602, 3.6739], [-5.3237, 2.1350, 0.0783], [-6.7490, 0.3104, -1.0643], [-6.2897, -0.7484, 0.2458], [-7.1473, 0.7427, 0.5679], [-3.6231, 0.0587, -1.2744], [-4.9946, 0.7557, -2.1232], [-3.9243, 3.0762, -1.4020], [-3.2242, 2.1803, -2.7517], [-2.4758, 2.1309, -1.1521], [-4.2562, 1.3202, 5.0939], [-4.4486, -0.4510, 5.1705], [-5.8163, 0.6120, 5.5124], [-7.0152, -1.2897, 4.0469], [-7.5511, -0.8681, 2.4346], [-6.2015, -1.9748, 2.6352], [-7.2787, 1.9216, 3.9895], [-7.4424, 1.9169, 2.2438], [-6.1800, 2.9013, 3.0327], [3.8019, -4.2207, 4.1028], [4.9735, -3.6079, 3.7396], [4.8106, -2.2580, 3.9119], [3.4917, -2.0511, 4.4016], [2.8956, -3.2787, 4.5042], [3.6280, -5.2074, 4.0682], [5.8146, -4.1799, 3.3854], [5.5505, -1.5022, 3.7049], [3.0259, -1.1078, 4.6339], [1.9042, -3.5569, 4.8178], [0.8990, 0.1716, -4.8236], [0.1627, 1.0892, -4.1192], [-0.3740, 0.4526, -3.0321], [0.0559, -0.9005, -3.0841], [0.8397, -1.0440, -4.1956], [1.4026, 0.3616, -5.6694], [0.0902, 2.1127, -4.4449], [-0.9944, 0.9045, -2.2763], [-0.1676, -1.6802, -2.3744], [1.3621, -1.9015, -4.5850], [6.1100, 0.6735, -6.5453], [6.4827, 1.7307, -5.7617], [5.3918, 2.1181, -5.0311], [4.3175, 1.2584, -5.3861], [4.7920, 0.3801, -6.3249], [6.7108, 0.1869, -7.1838], [7.4883, 2.1132, -5.7869], [5.3648, 2.9228, -4.3161], [3.3166, 1.2865, -4.9904], [4.3113, -0.4261, -6.8540], [2.8780, -4.7850, -1.0443], [2.2213, -4.6640, -2.2372], [1.7807, -5.9091, -2.6007], [2.1847, -6.8146, -1.5811], [2.8562, -6.0886, -0.6328], [3.2892, -4.0218, -0.5330], [2.1143, -3.7054, -2.7182], [1.2211, -6.1414, -3.4916], [1.9949, -7.8742, -1.5445], [3.3129, -6.3864, 0.2956], [7.5493, -1.5154, 6.0302], [8.7248, -0.9154, 5.6700], [8.5804, 0.4335, 5.8602], [7.2637, 0.6533, 6.3523], [6.6565, -0.5703, 6.4475], [7.3568, -2.4988, 5.9806], [9.5572, -1.4936, 5.3073], [9.3305, 1.1805, 5.6614], [6.8135, 1.5999, 6.5993], [5.6658, -0.8488, 6.7628], [2.9300, -3.3306, -6.3929], [2.3625, -3.2883, -7.6375], [2.0742, -4.5741, -8.0083], [2.4831, -5.4236, -6.9434], [3.0064, -4.6264, -5.9607], [3.2453, -2.5325, -5.8711], [2.2069, -2.3534, -8.1484], [1.6161, -4.8729, -8.9361], [2.3978, -6.4964, -6.9020], [3.4178, -4.8699, -4.9957], [-10.8064, 0.9752, -2.1281], [-11.3761, -0.2665, -2.2124], [-10.8449, -1.0385, -1.2132], [-9.9180, -0.2302, -0.4999], [-9.9175, 1.0046, -1.0878], [-11.0020, 1.7441, -2.7409], [-12.1028, -0.4945, -2.9731], [-11.0872, -2.0697, -1.0182], [-9.3144, -0.5228, 0.3429], [-9.3570, 1.8938, -0.8560], [6.1049, -3.1082, -0.8941], [7.2884, -2.5726, -0.4662], [7.3329, -1.2715, -0.8980], [6.1324, -1.0237, -1.6193], [5.3988, -2.1776, -1.6019], [5.8042, -4.0510, -0.7258], [7.9852, -3.1517, 0.1145], [8.1305, -0.5727, -0.7096], [5.8353, -0.1022, -2.0920], [4.4360, -2.4108, -2.0254], [-6.1638, 4.4427, -2.0015], [-7.2261, 3.7806, -2.5477], [-7.2054, 3.9982, -3.9009], [-6.0768, 4.8187, -4.1793], [-5.4576, 5.0733, -2.9843], [-5.9228, 4.4490, -1.0262], [-7.8961, 3.2048, -1.9326], [-7.9099, 3.6015, -4.6129], [-5.7506, 5.1681, -5.1446], [-4.5670, 5.6317, -2.7527]], "mulliken_charge": [-1.2178, -0.1024, -0.9413, -1.0477, -0.1889, -0.6033, -0.5076, -0.3314, -0.3136, 2.0113, -0.4182, -1.3150, -0.6390, 0.4876, -1.9680, 3.5697, -0.3678, -1.5574, 0.1884, -0.6091, -0.1580, 0.1116, -1.3924, -0.2995, -0.4310, 1.3638, -1.3787, -1.1383, -1.3781, 0.3282, 0.2326, 0.3823, 0.3678, 0.1441, 0.4312, 0.2860, 0.5201, 0.4727, 0.2589, 0.1781, 0.2916, 0.1678, 0.0432, 0.5329, -0.0116, 0.1443, -0.0478, 0.2221, -0.7638, -0.8341, 0.2578, 0.3980, 0.3597, 0.4380, 0.4080, 0.1934, -0.5447, 0.4552, 0.2621, 0.5659, -1.1997, 0.1806, 0.5096, -0.3670, 0.2206, 0.2106, 0.1412, 0.2681, 0.6050, 0.0797, -0.3725, -0.3045, 0.6848, -0.2141, 0.4727, -0.2730, 0.2652, 0.2721, 0.3762, 0.4254, 0.1274, 0.3224, 0.4631, 0.2609, 0.3307, 0.0590, -1.0695, -0.0467, -0.2876, -0.8519, 0.2092, 0.4728, 0.5572, 0.5067, 0.4755, 0.1078, -1.1061, -0.5312, -0.1307, -1.3757, 0.2705, 0.4254, 0.9198, 0.6738, 0.6353, 0.0171, -0.4656, -1.0102, 0.4560, -0.8515, 0.1771, 0.3967, 0.4245, 0.3850, 0.4547, 0.4121, -0.7566, -0.6809, -0.7211, -0.6229, 0.0347, 0.7757, 0.5314, 0.4353, 0.4985, 0.0445, -0.5453, -0.3880, -0.4332, -0.5333, 0.2190, 0.3853, 0.3990, 0.4344, 0.4270, 0.1111, -0.3815, -0.5953, -0.4966, -0.5568, 0.2297, 0.3799, 0.4020, 0.4229, 0.5279, 0.0088, -0.3967, -0.9904, 0.4296, -0.9632, 0.1886, 0.3864, 0.3864, 0.5091, 0.3995, 0.1410, -0.6469, -0.7065, -0.5447, -0.8026, 0.2282, 0.4274, 0.4098, 0.7164, 0.8414, 0.0267, -0.1174, -0.4661, -0.5253, -0.4958, 0.2928, 0.1120, 0.4034, 0.4202, 0.4179], "gap_ev": 5.862, "total_charge": -1, "e_homo_ev": -4.11}



# 2
{"formula": "C4H8F3N3OS2", "method": "ωB97M-V with the def2-TZVPD basis set", "elements": ["C", "C", "C", "C", "N", "N", "N", "O", "F", "F", "F", "S", "S", "H", "H", "H", "H", "H", "H", "H", "H"], "coordinates": [[0.8837, -0.8624, -1.9922], [0.8880, 1.2241, 2.5195], [0.1022, 0.1466, 0.1661], [-0.0536, 1.4745, -0.4293], [0.6167, -2.1094, -0.0124], [0.6776, -0.8705, -0.5680], [-3.2498, -0.8534, -0.7654], [-2.0522, -0.8191, -1.0421], [-0.3409, 1.5083, -1.7319], [1.1382, 2.1328, -0.2847], [-0.9416, 2.2168, 0.2574], [-4.1231, -0.2990, 0.3770], [-0.2388, -0.0515, 1.8258], [1.3181, -0.0149, -2.3637], [1.6026, -1.5792, -2.1737], [-0.1075, -0.8234, -2.4026], [1.7814, 1.5596, 2.0046], [1.1643, 0.6621, 3.4111], [0.2823, 2.0058, 2.7269], [0.8078, -2.0649, 1.0143], [-0.1553, -2.5829, -0.5367]], "mulliken_charge": [-1.1657, -0.9393, -0.1159, 0.9134, -0.7551, 0.3461, 0.1373, -0.1905, -0.2388, -0.2717, -0.2809, -0.0666, -0.1015, 0.4206, 0.3871, 0.3797, 0.3430, 0.3516, 0.2921, 0.3065, 0.2487], "de_lowest_kcal_mol": 40.17, "gap_ev": [4.854, 7.965], "total_charge": 0, "e_homo_ev": [-6.38, -8.62]}



# 3
{"formula": "C4H10N2O2", "method": "ωB97M-V with the def2-TZVPD basis set", "elements": ["O", "C", "N", "C", "C", "N", "C", "O", "H", "H", "H", "H", "H", "H", "H", "H", "H", "H"], "coordinates": [[-0.9589, -2.3006, -1.1190], [-1.8846, -1.7500, -0.5582], [-1.8088, -0.3195, -0.3036], [-0.6459, 0.2211, -0.9032], [-0.1149, 1.5164, -0.2897], [1.3045, 1.4932, 0.0087], [1.9793, 0.4154, 0.7026], [1.8015, 0.4146, 2.1086], [-2.7920, -2.2592, -0.4031], [-2.1965, 0.0161, 0.5628], [0.2916, -0.4301, -0.8756], [-0.8868, 0.3708, -1.9551], [-0.7070, 2.0935, 0.4216], [-0.2120, 2.4175, -1.0868], [1.5477, 2.3555, 0.3404], [1.6138, -0.6035, 0.5877], [3.1004, 0.4876, 0.4089], [1.0257, 0.0063, 2.4382]], "mulliken_charge": [-0.4783, -0.0813, -0.2590, -0.3686, -0.5791, -0.2624, -0.3565, -0.5697, 0.4467, 0.2699, 0.3244, 0.2387, 0.4148, 0.2238, 0.1955, 0.2844, 0.2544, 0.3026], "de_lowest_kcal_mol": 84.28, "smiles": "O=CNCCNCO", "gap_ev": 9.506, "total_charge": 0, "e_homo_ev": -8.86}



Computed values of largest force on an atom (unit: Eh/bohr) for the preceding records, in sequence: 0.035; 0.063; 0.078.
Computed values of energy (unit: eV) for the preceding records, in sequence: -116096.0612; -40612.2162; -11383.2480.